Below is C23H34Br31FNO6P2 as an isolated structure in a non-equilibrium geometry, with properties calculated with wB97M-V/def2-TZVPD.

```
98
Properties=species:S:1:pos:R:3
C 1.77523 2.89566 2.55331
O 2.18764 3.55188 1.30290
C 1.01876 3.81226 0.41563
C 0.29572 2.44968 -0.14933
C -1.33646 2.28503 0.03798
C -2.09132 3.03200 1.28684
C -3.41078 2.13701 1.74987
C -4.84821 2.81788 1.33636
O -4.92183 4.27508 1.53621
C -1.75703 2.72330 -1.48805
C -3.14940 3.33963 -2.10708
C -2.77835 4.88369 -2.62933
O -1.97869 5.58414 -1.78257
Br -3.44551 5.61939 -4.39275
N -0.71869 2.52468 -2.36467
C 0.54629 1.99702 -1.72469
C 1.71618 2.76398 -2.59545
C 1.68830 2.37100 -4.20363
F 2.97201 2.81488 -4.84878
P 0.93694 0.12435 -1.76903
P 3.06093 -0.05663 -1.15514
O 3.38888 -1.53503 -0.63165
O 4.17854 0.28424 -2.46312
O 3.43809 1.01831 0.17860
H 2.37784 1.87360 2.67715
H 0.64243 2.60727 2.61460
H 2.07292 3.57515 3.46905
H 1.44224 4.52129 -0.44652
H 0.26088 4.50739 1.02172
H 0.68145 1.47194 0.41678
H -1.45864 1.12454 0.13133
H -1.43662 3.15750 2.25741
H -2.39069 4.12152 0.90256
H -3.39671 1.05411 1.25076
H -3.42760 2.02341 2.93800
H -5.19251 2.51330 0.24433
H -5.66078 2.33101 2.06272
H -4.80172 4.77694 0.66066
H -3.44087 2.66009 -3.02502
H -4.00287 3.47253 -1.31609
H -0.94343 2.81622 -3.34782
H 1.44073 3.92426 -2.54943
H 2.77228 2.66216 -2.09944
H 1.46956 1.23500 -4.40910
H 0.81745 2.96976 -4.75884
H 0.91114 -0.42203 -3.10173
H 4.94033 0.80933 -2.04122
H 3.84960 1.88482 -0.16738
C 6.09121 -2.57326 -3.70262
Br 6.80505 -3.88776 -2.45899
Br 7.48885 -1.78038 -4.79905
Br 4.65136 -3.30789 -4.78491
H 5.65963 -1.76599 -3.10174
C -7.58934 3.22925 4.90250
Br -8.11066 3.33260 6.77376
Br -6.53366 1.63787 4.53202
Br -9.12319 3.37316 3.71474
H -6.94705 4.09298 4.70136
C 2.74825 -4.55730 1.12975
Br 2.22693 -4.45394 3.00101
Br 3.80393 -6.14868 0.75926
Br 1.21440 -4.41339 -0.05802
H 3.39054 -3.69357 0.92860
C 4.08368 -9.56137 -1.35588
Br 3.31879 -11.33243 -1.60559
Br 5.11869 -9.44496 0.28711
Br 5.11640 -8.99408 -2.90374
H 3.24648 -8.86262 -1.25654
C -11.81632 6.99157 3.34706
Br -12.58121 5.22051 3.09735
Br -10.78131 7.10798 4.99006
Br -10.78360 7.55887 1.79920
H -12.65352 7.69032 3.44640
C 0.41470 -4.67253 -4.02611
Br 0.39517 -2.93211 -3.15741
Br 1.25677 -6.02766 -2.91313
Br -1.36226 -5.21274 -4.60470
H 1.02803 -4.57297 -4.92775
C -5.45794 -1.83157 0.20405
Br -5.92368 -1.84961 2.09266
Br -4.57869 -0.17386 -0.30887
Br -4.41053 -3.39200 -0.29813
H -6.39675 -1.88251 -0.35727
C -1.96771 9.01641 -0.62781
Br -1.10911 10.49877 0.29387
Br -3.34237 8.18207 0.46689
Br -2.65216 9.54616 -2.36996
H -1.19624 8.25957 -0.80404
C 7.74041 -7.80457 3.01095
Br 9.00624 -8.18940 1.58488
Br 8.27522 -8.62140 4.69350
Br 7.42369 -5.89474 3.20184
H 6.78685 -8.25964 2.72347
C 8.66773 -12.64950 3.13448
Br 9.46056 -14.17908 2.23121
Br 9.99482 -11.62160 4.11757
Br 7.64955 -11.53312 1.90924
H 7.95976 -13.04450 3.87053
```

Results
- frontier orbital gap (eV) = 5.805
- ΔE to the lowest compared entry with this formula, charge and spin (eV) = 8.004
- DFT total energy (a.u.) = -81979.3320
- E_LUMO (eV) = -4.987
- charge = +1

Below is a 9-piece molecular cluster, C23H34N10O3S overall, with properties calculated with wB97M-V/def2-TZVPD.

```
71
Properties=species:S:1:pos:R:3
N 2.19021 0.77872 -0.64405
C 1.12787 1.14836 -0.87080
C -0.20671 1.65114 -1.17997
C -1.05273 1.74278 0.12004
C -2.23509 2.53895 -0.20889
N -3.17820 3.08859 -0.56541
C -1.45330 0.32766 0.58993
C -1.46112 0.09447 2.09457
C -0.14226 0.44267 2.79864
S -0.14456 2.03146 3.61461
O -0.26767 1.81210 5.02455
O -1.08617 2.92084 2.99440
O 1.32223 2.55913 3.35679
H -0.69098 0.99521 -1.90571
H -0.12745 2.63593 -1.64523
H -0.46979 2.28638 0.85806
H -0.84100 -0.40620 0.07177
H -2.47243 0.15574 0.23286
H -2.29166 0.58326 2.60635
H -1.60365 -0.97036 2.24321
H 0.73130 0.34213 2.15396
H 0.01982 -0.25475 3.61879
H 1.38618 2.87113 2.42696
C 5.18746 3.90146 2.10372
C 3.79740 3.92340 1.68554
N 2.69853 3.93970 1.36026
H 5.70369 3.05052 1.66280
H 5.69402 4.81276 1.79108
H 5.25387 3.82318 3.18743
C 5.11698 -0.09298 -2.20167
C 6.43986 -0.41651 -1.69348
N 7.48224 -0.68330 -1.29294
H 5.15339 0.79581 -2.82949
H 4.72363 -0.91652 -2.79659
H 4.42031 0.09715 -1.38624
C 7.49361 -4.21298 -2.13491
C 6.22941 -4.28181 -2.84923
N 5.22676 -4.33685 -3.40480
H 7.49821 -4.89692 -1.28778
H 8.32597 -4.47594 -2.78541
H 7.66295 -3.20564 -1.75809
C -5.06404 3.54799 -3.48187
C -4.78470 2.80421 -4.69984
N -4.56141 2.20234 -5.65103
H -4.22137 3.50314 -2.79224
H -5.27004 4.59471 -3.69945
H -5.93070 3.13540 -2.97126
C -7.16623 0.60315 -1.25132
C -5.78356 0.32347 -0.89647
N -4.71002 0.08742 -0.56991
H -7.53870 -0.13709 -1.95734
H -7.79613 0.57836 -0.36396
H -7.25935 1.58697 -1.70523
C -3.02536 -2.52235 -3.14318
C -1.96106 -2.35961 -2.16673
N -1.13207 -2.23668 -1.38352
H -3.40993 -1.55158 -3.45232
H -2.65942 -3.04543 -4.02492
H -3.84609 -3.09544 -2.71576
C 1.72996 -3.66469 0.13185
C 1.02463 -2.96941 1.19444
N 0.45399 -2.39280 2.00504
H 1.16989 -4.54292 -0.18350
H 1.85087 -3.01050 -0.72983
H 2.71510 -3.98299 0.46881
C -2.17970 -2.17567 5.59695
C -2.64547 -2.48355 4.25368
N -2.98844 -2.71704 3.18423
H -1.80844 -3.07344 6.08798
H -1.37459 -1.44240 5.56390
H -2.98879 -1.76346 6.19719
```

Results
- frontier orbital gap (eV) = 11.108
- DFT total energy (a.u.) = -2068.1975
- E_LUMO (eV) = 0.429

Below is an isolated molecule of C23H34N2O3, with properties calculated with wB97M-V/def2-TZVPD.

```
62
Properties=species:S:1:pos:R:3
C 5.98899 -1.59032 -4.18293
O 5.11501 -1.33540 -3.11332
C 4.18943 -2.28422 -2.79397
C 4.01102 -3.48627 -3.46547
C 3.03600 -4.38594 -3.05717
C 2.24099 -4.10785 -1.96692
C 2.40061 -2.90878 -1.27609
C 3.36133 -1.98752 -1.69811
O 3.57686 -0.81518 -1.03728
C 2.48772 -0.30012 -0.29254
C 1.69665 -1.35582 0.43391
C 0.99055 -0.92289 1.68089
N 0.14372 0.22887 1.41595
C -0.33806 0.86624 2.62496
C -1.07953 2.14707 2.23157
N -2.19586 1.92776 1.32723
C -3.47752 1.45942 1.87583
C -4.60463 2.11873 1.06454
C -5.97478 1.62127 1.51214
C -6.18596 1.91425 2.99271
C -5.06638 1.28210 3.81072
C -3.69851 1.78718 3.35327
C -1.76260 1.14728 0.16584
C -0.93403 1.99792 -0.80786
C -1.70096 3.23000 -1.29652
O -1.93486 4.17384 -0.28706
C -0.98746 -0.11565 0.57784
C 1.64339 -2.58466 -0.07898
H 5.44914 -1.69997 -5.12998
H 6.64171 -0.72068 -4.24151
H 6.59509 -2.48530 -4.00583
H 4.62558 -3.73162 -4.31671
H 2.91245 -5.31193 -3.59796
H 1.49158 -4.81128 -1.63658
H 2.92335 0.40973 0.41482
H 1.81578 0.26308 -0.96373
H 1.73645 -0.61626 2.42266
H 0.41834 -1.77061 2.10042
H -1.00384 0.19384 3.19919
H 0.51624 1.12272 3.25622
H -0.36865 2.79706 1.71488
H -1.42125 2.67673 3.11879
H -3.56360 0.36468 1.76634
H -4.47144 1.91317 0.00150
H -4.54355 3.20012 1.20191
H -6.04512 0.54394 1.34132
H -6.75331 2.10467 0.91890
H -7.15234 1.52525 3.31957
H -6.18689 2.99464 3.15219
H -5.20032 1.51369 4.86950
H -5.10672 0.19547 3.70004
H -3.64850 2.86834 3.49858
H -2.93121 1.31734 3.97086
H -2.66216 0.82179 -0.36840
H -0.68328 1.38027 -1.67186
H -0.00395 2.30769 -0.33350
H -2.65592 2.90553 -1.74276
H -1.12376 3.74473 -2.07016
H -2.27091 3.67193 0.47677
H -1.67080 -0.80889 1.10714
H -0.62276 -0.62706 -0.31506
H 1.07405 -3.37444 0.38920
```

Results
- frontier orbital gap (eV) = 8.678
- ΔE to the lowest compared entry with this formula, charge and spin (eV) = 2.397
- DFT total energy (a.u.) = -1232.0139
- E_LUMO (eV) = 0.738

Below is an isolated molecule of C23H34N2O4, with properties calculated with wB97M-V/def2-TZVPD.

```
63
Properties=species:S:1:pos:R:3
C 2.64532 1.86184 -3.32692
O 2.84988 1.59575 -1.95950
C 3.23125 0.34402 -1.57534
C 3.59785 -0.65029 -2.46529
C 3.99094 -1.92291 -2.04546
C 4.36607 -2.89780 -3.09493
C 4.86309 -4.24636 -2.63297
O 4.28055 -2.62418 -4.27331
C 4.00811 -2.20110 -0.68211
C 3.63828 -1.22302 0.21621
C 3.24996 0.05080 -0.19543
O 2.90246 0.88405 0.82615
C 2.49786 2.21777 0.59757
C 1.15772 2.36942 -0.13267
O 0.81779 3.42220 -0.62768
N 0.41555 1.24843 -0.13980
C -0.89859 1.17959 -0.72517
C -2.04755 1.11319 0.32057
N -2.09426 -0.14852 1.05823
C -2.24313 -1.36386 0.28166
C -2.86867 -2.45223 1.15535
C -1.97939 -2.73253 2.36072
C -1.70637 -1.42147 3.08784
C -1.12979 -0.39424 2.11094
C -1.93034 2.31750 1.27172
C -3.09435 2.37020 2.25699
C -4.42080 2.47707 1.51347
C -4.55768 1.32131 0.52930
C -3.37779 1.31546 -0.43640
H 2.22544 2.86605 -3.35590
H 1.93711 1.15630 -3.77069
H 3.58591 1.83860 -3.88534
H 3.59687 -0.46615 -3.52804
H 4.08498 -4.75854 -2.07144
H 5.73419 -4.12597 -1.99324
H 5.13112 -4.84436 -3.50014
H 4.30087 -3.16948 -0.31135
H 3.64032 -1.41791 1.27756
H 2.38803 2.64761 1.59915
H 3.25586 2.79055 0.05713
H 0.75530 0.44053 0.35809
H -1.01069 2.08499 -1.32587
H -0.95341 0.30855 -1.38574
H -2.88760 -1.19007 -0.57771
H -1.26758 -1.73101 -0.09203
H -3.84647 -2.10937 1.49702
H -3.01003 -3.35870 0.56384
H -2.45746 -3.44992 3.03028
H -1.03395 -3.16572 2.02333
H -2.63928 -1.03270 3.49903
H -1.00573 -1.57704 3.91039
H -0.90640 0.52114 2.65314
H -0.17839 -0.80148 1.71445
H -0.98003 2.31128 1.80650
H -1.93203 3.22165 0.66018
H -3.09875 1.46450 2.86371
H -2.96866 3.22708 2.92240
H -5.24942 2.46565 2.22439
H -4.45870 3.42404 0.96965
H -4.57355 0.37846 1.07618
H -5.49101 1.41219 -0.03015
H -3.51954 0.55221 -1.20172
H -3.33127 2.27693 -0.95080
```

Results
- frontier orbital gap (eV) = 8.643
- ΔE to the lowest compared entry with this formula, charge and spin (eV) = 1.454
- DFT total energy (a.u.) = -1307.3006
- E_LUMO (eV) = 0.355

Below is an isolated molecule of C23H34N4O2, with properties calculated with wB97M-V/def2-TZVPD.

```
63
Properties=species:S:1:pos:R:3
C -0.13465 2.21899 6.17451
O -0.45174 2.62514 4.86615
C -0.41981 1.69334 3.86609
C -0.12659 0.34928 4.05388
C -0.13129 -0.52371 2.97783
C -0.43153 -0.08164 1.70107
C -0.45602 -1.01755 0.51991
N 0.27639 -0.42872 -0.58396
C 1.71656 -0.42178 -0.40281
C 2.35322 -1.76962 -0.76912
N 2.04324 -2.19964 -2.12602
C 2.82385 -1.52620 -3.15998
C 2.74547 -2.30468 -4.43904
C 2.37261 -1.86834 -5.63656
C 1.95603 -0.46047 -5.94963
C 2.37073 -2.78493 -6.82485
C 0.60067 -2.18222 -2.39522
C -0.06808 -3.44514 -1.83322
C 0.49208 -4.70918 -2.49223
O 1.81855 -4.97022 -2.11969
C -0.06824 -0.87143 -1.91889
C -0.71404 1.26627 1.51717
C -0.70385 2.15692 2.57289
C -1.05898 3.60576 2.34297
N -2.48990 3.77590 2.33266
C -3.31940 3.76651 3.39310
C -4.59780 3.89050 2.89974
C -4.42886 3.96078 1.51114
N -3.15168 3.88537 1.18747
H -0.20746 3.11681 6.78694
H -0.84188 1.47060 6.54652
H 0.88325 1.82146 6.23748
H 0.10530 -0.03422 5.03482
H 0.09936 -1.56574 3.14894
H -0.07456 -2.00171 0.83496
H -1.49318 -1.15073 0.19687
H 2.12754 0.36581 -1.04398
H 1.93812 -0.16544 0.63483
H 1.99109 -2.54187 -0.08423
H 3.43883 -1.71552 -0.66106
H 2.52094 -0.48137 -3.30961
H 3.86651 -1.52257 -2.82215
H 3.02894 -3.34324 -4.32721
H 2.80552 0.10087 -6.33991
H 1.17992 -0.46173 -6.71260
H 1.57807 0.06194 -5.07540
H 2.74151 -3.77224 -6.56362
H 1.36023 -2.88592 -7.22101
H 2.99556 -2.37306 -7.61670
H 0.48857 -2.22484 -3.48611
H -1.14089 -3.38962 -2.02556
H 0.08142 -3.52429 -0.75721
H 0.41478 -4.60927 -3.58750
H -0.09151 -5.58301 -2.18694
H 2.28615 -4.11630 -2.17913
H 0.24174 -0.06682 -2.59761
H -1.15308 -0.96512 -1.99375
H -0.94231 1.62265 0.52474
H -0.69561 3.93193 1.36650
H -0.62869 4.22624 3.13270
H -2.94638 3.67996 4.39338
H -5.51444 3.92866 3.45200
H -5.17588 4.06614 0.74947
```

Results
- frontier orbital gap (eV) = 8.500
- ΔE to the lowest compared entry with this formula, charge and spin (eV) = 3.597
- DFT total energy (a.u.) = -1266.2625
- E_LUMO (eV) = 0.697

Below is C23H35Br27N2OSi as an isolated structure in a non-equilibrium geometry, with properties calculated with wB97M-V/def2-TZVPD.

```
89
Properties=species:S:1:pos:R:3
C 0.19318 -0.51181 4.26721
C -0.03901 -0.82739 2.74806
O -1.39132 -1.09929 2.39255
C -2.25733 0.01850 2.68660
Si -3.77511 0.10207 1.49011
C -5.31239 -0.00965 2.64882
N -6.25704 1.13342 2.48488
C -3.85823 1.74130 0.50730
C -2.47848 2.43124 0.21371
C -1.66807 1.88542 -1.01853
C -0.47538 0.92553 -0.61519
C -2.52507 1.21978 -2.15318
C -3.69035 -1.44940 0.34678
C -4.75801 -2.44065 0.22325
C -4.69936 -3.64387 -0.60305
C -3.41899 -3.77575 -1.33251
C -2.46866 -2.69831 -1.14477
N -2.53993 -1.59209 -0.37708
H 1.30113 -0.53123 4.42751
H -0.17058 0.52660 4.44676
H -0.32760 -1.27456 4.88288
H 0.56108 -1.70480 2.40855
H 0.33112 0.06757 2.17326
H -2.64003 -0.17366 3.72862
H -1.70526 0.98948 2.75107
H -5.00661 -0.00751 3.72732
H -5.87415 -0.95398 2.49573
H -6.96829 0.95656 1.78107
H -6.70917 1.34234 3.37071
H -4.42278 2.44327 1.17787
H -4.50419 1.59330 -0.38498
H -2.70297 3.50745 -0.01028
H -1.78441 2.44975 1.08637
H -1.16953 2.77315 -1.48966
H -0.74323 0.24838 0.22094
H 0.33526 1.60014 -0.22360
H -0.03464 0.40048 -1.49099
H -3.00102 2.05369 -2.73518
H -1.82200 0.73244 -2.87341
H -3.28213 0.49232 -1.80408
H -5.69832 -2.27599 0.80155
H -5.51314 -4.38332 -0.67116
H -3.20202 -4.66618 -1.99164
H -1.52571 -2.80128 -1.72725
C 1.37143 -3.30729 -3.00338
Br 1.18240 -2.70814 -1.17510
Br 2.69248 -4.70810 -3.16687
Br -0.32688 -3.83031 -3.77573
H 1.73304 -2.46249 -3.57810
C 3.74523 -1.38186 -6.53014
Br 5.23973 -2.19191 -5.60831
Br 2.74705 -2.68137 -7.55481
Br 2.60603 -0.39631 -5.31618
H 4.15414 -0.66625 -7.23348
C 3.24503 0.69353 6.78509
Br 3.70558 1.14397 4.96272
Br 1.91185 1.89351 7.50753
Br 2.71093 -1.15773 6.94983
H 4.14243 0.82057 7.37958
C 7.73547 3.08482 5.16926
Br 7.83057 1.22918 4.63648
Br 7.46352 4.25173 3.65112
Br 6.40099 3.37142 6.53755
H 8.69523 3.34110 5.60149
C 8.75647 6.42330 0.37714
Br 10.45994 5.62407 -0.06262
Br 8.91946 8.31733 0.72641
Br 7.42141 6.05310 -0.97299
H 8.41408 5.95885 1.29352
C 4.37956 6.24411 -3.33023
Br 4.82411 6.66916 -5.16308
Br 3.05044 7.45169 -2.61521
Br 3.84778 4.39415 -3.13222
H 5.28201 6.38265 -2.74448
C 8.73387 -3.74189 -4.71242
Br 8.21283 -3.14050 -2.94941
Br 10.56127 -3.26194 -5.12221
Br 8.41868 -5.63493 -4.94533
H 8.10232 -3.22458 -5.42539
C -4.77371 -5.16811 -5.27086
Br -5.44661 -3.64582 -6.25495
Br -4.75234 -4.83274 -3.36136
Br -5.73218 -6.79152 -5.71460
H -3.74472 -5.31482 -5.57727
C -9.19134 -1.47719 3.21026
Br -10.77938 -1.00040 2.21635
Br -9.61743 -2.45101 4.82477
Br -7.91871 -2.43306 2.11171
H -8.71538 -0.55148 3.51293
```

Results
- frontier orbital gap (eV) = 8.396
- DFT total energy (a.u.) = -70869.7926
- E_LUMO (eV) = -0.443

Look up the E_LUMO of the fifth one. 0.697 eV